The following is a quantum chemistry calculation of a single C17H19Cl2N7O molecule, from the Open Molecules 2025 dataset.

Geometry as ORCA input:
```
! wB97M-V def2-TZVPD RIJCOSX def2/J DEFGRID3
* xyz 0 1
Cl -1.08743 5.50300 0.85590
Cl -5.61767 3.16142 0.31911
O -3.07346 -1.10581 1.21487
N 4.60325 -2.54532 0.26202
N 2.47115 -2.03632 1.16325
N -0.99030 -1.74427 1.77586
N -1.39352 0.46911 1.37904
N 5.14313 -2.79951 -0.93648
N 0.36741 -1.46389 1.85868
N -3.24717 4.11313 0.63028
C 0.96261 -2.34762 -2.92785
C 5.38687 -2.55010 1.46181
C -3.94438 2.99275 0.63367
C 3.28484 -2.30826 0.14545
C 1.58479 -2.22547 -1.56045
C -1.28989 2.83780 1.12203
C -2.04174 1.65760 1.12404
C 1.58032 -1.38599 -3.94204
C 4.20105 -2.73281 -1.84897
C 2.94382 -2.42103 -1.23718
C 1.00446 -3.80097 -3.40664
C 1.21488 -1.83586 0.81531
C -1.95447 4.02345 0.86952
C -1.92509 -0.80010 1.42383
C -3.41229 1.73644 0.87103
C 4.61592 -2.94864 -3.26285
C 0.74532 -1.92128 -0.50406
H -0.09350 -2.07100 -2.82440
H 2.02226 -4.17593 -3.44621
H 5.61013 -3.38851 -3.25304
H 2.60782 -1.64691 -4.16145
H 0.43778 -4.43474 -2.72727
H 0.77933 -1.64458 2.77018
H -0.30496 -1.75106 -0.68870
H 6.19569 -1.82233 1.38292
H 1.01149 -1.41673 -4.86877
H -0.39728 0.51825 1.56252
H 0.56512 -3.87871 -4.39843
H 4.72855 -2.28999 2.28755
H 5.81891 -3.53878 1.62519
H -1.29894 -2.70888 1.70385
H -4.02635 0.85273 0.86321
H 3.93967 -3.60952 -3.79795
H 1.55468 -0.36842 -3.55716
H -0.22894 2.82951 1.31092
H 4.67403 -1.99848 -3.79406
*
```

Output
ΔE to the lowest compared entry with this formula, charge and spin   0.0000 eV
E_LUMO   0.389 eV
Calculated total energy   -55461.71602 eV
Structure (SMILES)   Cc1nn(C)c2nc(NNC(=O)Nc3cc(Cl)nc(Cl)c3)cc(C(C)C)c12

The following is a quantum chemistry calculation of C17H19ClFeO7 as an isolated structure in a non-equilibrium geometry, from the Open Molecules 2025 dataset.

Geometry as ORCA input:
```
! wB97M-V def2-TZVPD RIJCOSX def2/J DEFGRID3
* xyz -2 5
Fe 4.07943 0.76402 0.10500
Cl 0.52448 -0.43154 -2.12122
O -0.97672 -2.26490 0.09738
O -2.61174 -1.46988 -1.19829
O 3.43693 2.05695 -2.47856
O 4.21857 -1.58061 -1.60431
O -0.92032 2.12190 -1.73473
O 6.84533 0.91571 -0.46896
O -2.67670 1.12675 -0.73604
C 3.70202 0.87961 2.14082
C -0.63409 -0.11858 -0.88245
C -1.41559 -1.38147 -0.62958
C -4.73147 -2.41713 -1.01491
C -3.34944 2.40677 -0.73919
C -1.41508 1.14624 -1.19603
C 3.64208 1.71227 -1.39185
C -3.28758 -2.65976 -0.71344
C 2.81364 1.75442 1.50548
C 1.22248 -1.04428 1.79877
C 3.77633 -0.47732 1.64612
C 0.92686 0.10660 0.93163
C -4.81856 2.10083 -0.68709
C 5.79195 0.91665 0.02740
C 2.70180 -1.50120 1.94103
C 1.65321 1.23630 0.74765
C 4.06451 -0.69010 -0.87530
H 0.59089 -1.87833 1.42140
H -5.10000 -1.64277 -0.34064
H 2.90074 2.83951 1.66376
H -5.29476 -3.33322 -0.84187
H -5.06270 1.56567 0.23543
H 0.86962 -0.83745 2.83262
H 2.83863 -2.41367 1.33144
H 1.24293 1.97257 0.01646
H -5.40613 3.03188 -0.71888
H -5.11987 1.46134 -1.53166
H -3.08372 2.94664 -1.65611
H 4.74849 -0.98144 1.72949
H 2.83796 -1.80565 2.99578
H -0.06845 0.03775 0.28655
H -3.02659 2.96520 0.15118
H -4.87688 -2.06199 -2.03765
H -3.09461 -2.78371 0.36055
H 4.41514 1.22146 2.89599
H -2.87298 -3.51204 -1.26314
*
```

Output
ΔE to the lowest compared entry with this formula, charge and spin   1.7146 eV
E_LUMO (spin up / spin down)   4.758 / 4.198 eV
Calculated total energy   -79171.63762 eV

The following is a quantum chemistry calculation of a single C17H19F3N2O molecule in a non-equilibrium geometry, from the Open Molecules 2025 dataset.

Geometry as ORCA input:
```
! wB97M-V def2-TZVPD RIJCOSX def2/J DEFGRID3
* xyz 0 1
F 1.77454 -4.78963 -0.19619
F 3.95352 -4.68112 0.16097
F 2.57150 -3.96380 1.69376
O 4.80936 -0.37721 -2.07414
N -1.77782 0.87505 0.34661
N 2.63964 -0.02927 -1.59425
C 1.53286 -1.67511 -0.06736
C -3.12756 0.33713 0.77704
C 2.72148 -2.56782 -0.19932
C -1.60411 2.36339 0.37958
C 0.40454 0.42999 -0.58429
C -0.65944 0.07488 0.23959
C 0.46116 -1.97409 0.76625
C -0.60870 -1.08367 1.00434
C 1.53286 -0.41841 -0.79459
C 2.66229 1.30639 -2.20511
C 3.81489 -2.07881 -0.85770
C -3.07433 -1.16117 1.07589
C 2.76319 -4.04215 0.34557
C 3.80408 -0.77534 -1.54149
C -0.60805 -1.35538 4.13397
C -1.78366 -0.81978 3.29839
C -1.79440 -1.47953 1.87694
H 3.40285 1.42321 -3.00625
H -3.01113 -1.75257 0.13008
H 1.72282 1.48928 -2.73671
H 0.45702 -2.92745 1.29324
H 2.82057 2.05380 -1.40590
H -0.57017 2.63449 0.61092
H 4.71731 -2.66537 -0.97563
H -2.23245 2.80770 1.16318
H -3.81639 0.59725 -0.01035
H -0.72703 -2.40272 4.37355
H -3.45865 0.84562 1.69746
H 0.40186 1.37916 -1.10619
H 0.33459 -1.23235 3.59404
H -1.68053 0.24676 3.18859
H -1.76815 -2.54140 2.02801
H -2.74007 -1.02690 3.81500
H -0.52312 -0.82446 5.07178
H -1.85337 2.76690 -0.57812
H -3.99994 -1.45282 1.55415
*
```

Output
ΔE to the lowest compared entry with this formula, charge and spin   0.0000 eV
E_LUMO   0.271 eV
Calculated total energy   -31118.29207 eV
Structure (SMILES)   CC[C@H]1CCN(C)c2cc3c(cc21)c(C(F)(F)F)cc(=O)n3C

The following is a quantum chemistry calculation of a single C17H19N3O3 molecule in a non-equilibrium geometry, from the Open Molecules 2025 dataset.

Geometry as ORCA input:
```
! wB97M-V def2-TZVPD RIJCOSX def2/J DEFGRID3
* xyz 0 1
O -0.13027 2.05293 0.21636
O -2.08035 1.66502 1.86061
O 1.09615 3.29469 1.65991
N 0.16778 -0.13065 -1.29624
N 0.94865 2.01439 -0.71232
N 2.15402 -0.34677 -3.02959
C -2.13218 -1.86990 1.01591
C 1.28408 -1.84661 2.67318
C -3.83132 -0.05982 0.60173
C 2.97780 1.85761 -2.60111
C -1.16019 2.65641 2.22757
C 0.09108 2.72516 1.34042
C -2.51536 -0.53553 1.13935
C 0.99942 0.92127 -1.38315
C -0.42932 -0.07467 2.27521
C -0.90142 -2.28706 1.50820
C 4.04494 0.47226 -4.22601
C 3.97443 1.67865 -3.54401
C -3.04209 -2.85262 0.34324
C -0.04336 -1.40228 2.13860
C -1.64844 0.36396 1.77730
C 3.10846 -0.50596 -3.92738
C 2.08519 0.81180 -2.37830
H -0.83400 2.55930 3.27183
H -3.22525 -2.56435 -0.69158
H 2.07621 -1.18733 2.32159
H -3.93019 -0.31213 -0.45342
H -4.00527 -2.88975 0.85006
H 2.86946 2.76690 -2.03466
H -0.53456 -0.17639 -0.57696
H -0.61141 -3.32210 1.39882
H -1.69765 3.60441 2.12417
H -4.65443 -0.53279 1.13668
H -3.91392 1.01571 0.71691
H 0.24570 0.60971 2.76624
H -2.60666 -3.84831 0.35296
H 4.80678 0.29341 -4.96850
H 4.68651 2.46551 -3.74536
H 3.11974 -1.46571 -4.42785
H 1.28264 -1.81269 3.76241
H 1.50866 -2.86323 2.36093
H 0.39992 -0.94244 -1.84374
*
```

Output
ΔE to the lowest compared entry with this formula, charge and spin   1.9628 eV
E_LUMO   0.473 eV
Calculated total energy   -28549.53201 eV
Structure (SMILES)   Cc1cc(C)c(C)c(OCC(=O)O/N=C(\N)c2ccccn2)c1

The following is a quantum chemistry calculation of a single C17H19N3O4 molecule in a non-equilibrium geometry, from the Open Molecules 2025 dataset.

Geometry as ORCA input:
```
! wB97M-V def2-TZVPD RIJCOSX def2/J DEFGRID3
* xyz 0 1
O -6.10308 0.30234 1.51399
O 3.83877 2.06229 -0.44118
O -0.70156 -0.45636 -2.16262
O -6.65472 1.53985 -0.35227
N 0.49314 -1.46002 -0.53108
N -1.64624 -0.72206 -0.09064
N 3.02887 -1.01898 0.42242
C -0.62980 -0.84615 -1.01454
C -5.04204 0.31433 0.64626
C -7.11635 1.06418 0.89108
C -3.81724 -0.28452 0.78531
C 2.87155 -1.08100 -1.02869
C 5.01153 2.69149 -0.62218
C 4.00352 1.18721 0.57433
C -3.22593 0.62972 -1.38278
C -5.37171 1.06196 -0.48362
C 5.93983 2.23638 0.26025
C 0.71918 -1.82985 0.85089
C 2.85141 0.32264 0.96758
C 5.28351 1.25352 1.04015
C 2.23277 -2.02679 1.07794
C -2.89415 -0.11899 -0.25986
C -4.47510 1.22995 -1.50920
C 1.56635 -1.77445 -1.45102
H 5.70262 0.67547 1.83737
H -3.57898 -0.85978 1.66584
H -7.38392 1.91618 1.53723
H -2.50151 0.73348 -2.17176
H 1.70145 -2.86230 -1.48084
H 2.54913 -2.99838 0.69187
H 2.82907 0.23852 2.05718
H 0.37321 -1.02497 1.50921
H 1.92255 0.80510 0.62493
H -8.00767 0.43356 0.73857
H 2.89607 -0.06717 -1.42953
H 1.25556 -1.43389 -2.43901
H 5.05621 3.43246 -1.39533
H 3.72108 -1.63249 -1.44782
H 0.18512 -2.75648 1.11195
H 6.95772 2.55635 0.34821
H -4.72849 1.80651 -2.38231
H -1.55332 -1.23162 0.77385
H 2.44160 -2.00722 2.14987
*
```

Output
ΔE to the lowest compared entry with this formula, charge and spin   3.5911 eV
E_LUMO   0.567 eV
Calculated total energy   -30596.57599 eV
Structure (SMILES)   O=C(Nc1ccc2c(c1)OCO2)N1CCN(Cc2ccco2)CC1

The following is a quantum chemistry calculation of C17H19N4ORuS4 as an isolated structure, from the Open Molecules 2025 dataset.

Geometry as ORCA input:
```
! wB97M-V def2-TZVPD RIJCOSX def2/J DEFGRID3
* xyz 0 2
Ru 0.38268 0.85243 -0.02546
S 1.42275 -1.18110 -0.00166
S 2.31453 1.70645 -0.88898
S -1.01093 2.80622 -0.68705
S -0.39955 0.45124 -2.18126
O -1.90056 2.45318 -3.10845
N -1.36563 -3.39434 -0.06115
N -3.46300 -4.14702 0.53600
N -2.99990 -1.93599 0.81846
N -1.33272 -0.12209 0.71545
C -0.06552 2.47099 2.45543
C 1.08109 0.41842 2.99818
C -2.46572 2.86155 3.10308
C 2.71644 -0.98910 -1.15134
C -1.99989 1.68414 -4.31344
C -1.20983 2.03633 3.11999
C 1.07751 1.67550 2.38937
C -2.58397 -3.12653 0.42665
C -1.17047 1.95960 -2.12620
C 3.40411 -2.10207 -1.65655
C 4.21364 0.45049 -2.39585
C 4.87935 -0.65160 -2.88329
C 4.47099 -1.93747 -2.51134
C -0.03787 -0.00614 3.69272
C -1.16818 0.79986 3.75187
C 3.12121 0.30068 -1.52730
C -2.10967 -0.97502 0.76142
H -3.32166 -4.99924 0.02567
H -3.07094 2.60607 2.22975
H 1.98462 2.06231 1.94372
H -2.62115 2.27007 -4.98273
H 4.99406 -2.80385 -2.89553
H 4.51878 1.45040 -2.67892
H -0.05478 3.45357 1.99829
H -0.03830 -0.97239 4.18094
H -2.46457 0.71970 -4.10949
H -2.04479 0.45140 4.28709
H -2.24014 3.92615 3.04308
H -3.06857 2.68582 3.99392
H -1.01160 1.53206 -4.74646
H 3.08587 -3.09377 -1.35779
H 5.71680 -0.52303 -3.55677
H 1.96140 -0.20630 2.93471
H -0.64354 -2.67946 -0.11634
H -1.07876 -4.34203 -0.22743
H -4.40366 -3.89612 0.78501
*
```

Output
ΔE to the lowest compared entry with this formula, charge and spin   0.1533 eV
E_LUMO (spin up / spin down)   0.180 / -0.952 eV
Calculated total energy   -71870.58307 eV

The following is a quantum chemistry calculation of a single C17H19N5OS2 molecule in a non-equilibrium geometry, from the Open Molecules 2025 dataset.

Geometry as ORCA input:
```
! wB97M-V def2-TZVPD RIJCOSX def2/J DEFGRID3
* xyz 0 1
S 2.72601 1.11428 1.74721
S 3.94374 1.76276 -1.03739
O 0.59680 3.53573 0.12380
N 0.97875 1.58169 -0.98165
N -1.46621 -0.83436 -0.18108
N -0.25165 -0.43072 -0.57069
N 4.40718 -0.35604 0.48199
N 4.15110 -0.99579 1.60659
C -2.21524 0.24828 -0.07271
C 3.31815 -0.39630 2.37132
C -4.36944 -0.83234 -0.59490
C 2.13736 -3.09455 0.26131
C -1.46504 1.40140 -0.38182
C 2.77499 -2.12270 -1.83563
C 1.67722 -1.28155 -1.78685
C -0.21440 0.92647 -0.69763
C -3.65428 0.14460 0.34518
C 2.80763 3.14130 -0.66709
C 1.33462 2.77708 -0.45428
C 1.04605 -2.24919 0.32827
C 3.01282 -3.02053 -0.80962
C -4.33566 1.51184 0.29040
C -3.69975 -0.40018 1.77842
C 3.77127 0.75999 0.36534
C 0.82406 -1.32662 -0.68789
H -4.36166 -0.45209 -1.61416
H -4.29538 1.92171 -0.71620
H -3.85487 2.21023 0.97106
H 0.35589 -2.28424 1.15699
H -4.73056 -0.50889 2.10809
H -3.86321 -1.79343 -0.58138
H -5.37978 1.41510 0.57992
H -5.40239 -0.96879 -0.28274
H 2.88860 3.80714 -1.52814
H -3.18728 0.27748 2.45823
H 1.46591 -0.62048 -2.61640
H 3.44443 -2.07477 -2.68062
H 3.87761 -3.66336 -0.84566
H -1.76711 2.42570 -0.36751
H 3.16172 3.67749 0.21447
H 1.70963 1.01112 -1.39369
H 2.99795 -0.77266 3.32076
H 2.31549 -3.80196 1.05634
H -3.21106 -1.36986 1.82008
*
```

Output
ΔE to the lowest compared entry with this formula, charge and spin   0.9444 eV
E_LUMO   0.387 eV
Calculated total energy   -49105.61910 eV
Structure (SMILES)   CC(C)(C)c1cc(NC(=O)CSc2nncs2)n(-c2ccccc2)n1

The following is a quantum chemistry calculation of a single C17H19NO2 molecule, from the Open Molecules 2025 dataset.

Geometry as ORCA input:
```
! wB97M-V def2-TZVPD RIJCOSX def2/J DEFGRID3
* xyz 0 1
O 1.50154 1.22266 0.64459
O 2.56864 -1.40956 0.88204
N -1.00112 -1.53662 0.04928
C 2.73159 0.89028 0.13155
C 0.40913 -1.38108 -0.23321
C 4.70594 1.57512 -1.05212
C -4.22394 1.13369 1.33330
C -4.53579 2.06832 0.36108
C 3.45644 1.86607 -0.53903
C -3.27940 -1.87326 -0.77149
C -3.75795 -0.50707 -0.36993
C -1.78948 -1.83672 -1.13105
C 3.25724 -0.39797 0.26234
C -3.83751 -0.14480 0.96932
C -4.46220 1.71680 -0.97626
C 5.24421 0.30855 -0.89092
C -4.07454 0.43902 -1.33755
C 4.52172 -0.67430 -0.24226
C 1.19137 -1.14386 1.06638
C 1.02394 0.28903 1.58491
H 0.77069 -2.31395 -0.67834
H -1.47408 -2.81796 -1.49956
H 4.91277 -1.67132 -0.11653
H -0.02486 0.53294 1.75998
H 5.26241 2.34081 -1.57011
H -1.62662 -1.10133 -1.93951
H -4.83707 3.06605 0.64404
H -4.01878 0.16896 -2.38291
H -4.70741 2.44080 -1.73968
H 3.01958 2.84696 -0.63944
H -3.83902 -2.22630 -1.63941
H -4.28161 1.40067 2.37870
H -1.36317 -0.68326 0.46776
H -3.59742 -0.87334 1.73110
H 1.58025 0.38916 2.52787
H 0.84775 -1.85843 1.82078
H 6.22523 0.08191 -1.27896
H 0.61948 -0.56361 -0.94644
H -3.41906 -2.57765 0.04896
*
```

Output
ΔE to the lowest compared entry with this formula, charge and spin   2.0970 eV
E_LUMO   0.844 eV
Calculated total energy   -23522.10306 eV
Structure (SMILES)   c1ccc(CCNC[C@@H]2COc3ccccc3O2)cc1